Record 1
Formula: C6H8N2S
Source: OMol25
Level of theory: wB97M-V/def2-TZVPD

## Properties
HOMO = -0.32011 hartree
ΔE to the lowest compared entry with this formula, charge and spin = 361.57 kJ/mol
Max |F| = 4.808 eV/A

Positions of all 17 atoms, in Å:
1 C 0.196683 0.454252 2.126158
2 C 0.708760 0.941185 0.800872
3 C 1.536621 2.021267 0.488584
4 N 1.911748 1.965646 -0.733887
5 N 1.155932 0.935906 -1.273331
6 C 0.365818 0.345487 -0.388951
7 H 1.066435 -0.107219 2.585612
8 H -0.032415 1.186041 2.863118
9 H -0.602321 -0.233274 2.021304
10 H 1.901900 2.589324 1.267452
11 H 1.442899 0.738449 -2.275477
12 H -0.174787 -0.774478 -0.728264
13 C -2.353968 -1.904761 -0.980312
14 C -1.438615 -2.138906 -1.830864
15 S -0.232366 -2.712441 -2.483148
16 H -3.370728 -2.238103 -1.060068
17 H -2.081597 -1.068374 -0.398797

Atoms 1-2, force components in eV/Å:
2.70 -0.58 0.22
-2.84 -0.62 1.09

***

Record 2
Formula: C6H8N2S
Source: OMol25
Level of theory: wB97M-V/def2-TZVPD

## Properties
HOMO = -0.31612 hartree
ΔE to the lowest compared entry with this formula, charge and spin = 132.59 kJ/mol
Max |F| = 7.289 eV/A

Positions of all 17 atoms, in Å:
1 S 2.705023 -0.400910 -0.632411
2 C 1.458011 -0.026124 0.671525
3 C 0.938641 1.450250 0.538356
4 C -0.382217 1.430760 -0.290146
5 N -0.828439 0.113376 -0.202192
6 C -1.979372 -0.563605 -0.579964
7 C -1.742758 -1.859847 -0.105160
8 N -0.491206 -2.011941 0.471417
9 C -0.010323 -0.807592 0.365517
10 H 2.637638 -1.711169 -0.493754
11 H 1.815272 -0.389511 1.568587
12 H 1.718316 2.150345 0.063752
13 H 0.690270 1.758099 1.542482
14 H -1.223980 2.103582 -0.086104
15 H -0.393868 1.603292 -1.337171
16 H -2.610010 -0.133305 -1.172033
17 H -2.301000 -2.705699 -0.322702

Atoms 1-2, force components in eV/Å:
-0.43 0.67 0.21
-3.90 -0.79 -3.30

***

Record 3
Formula: C6H8N2S2
Source: OMol25
Level of theory: wB97M-V/def2-TZVPD

## Properties
HOMO = -0.28733 hartree
ΔE to the lowest compared entry with this formula, charge and spin = 162.75 kJ/mol
Max |F| = 4.429 eV/A

Positions of all 18 atoms, in Å:
1 C 0.636460 -1.865276 -0.315878
2 N 0.731246 -0.439379 -0.211024
3 C 1.962763 0.240285 0.024822
4 S 2.175871 1.893754 0.088391
5 S 3.482390 -0.795726 0.292430
6 C -0.490464 0.185986 -0.031388
7 C -1.615814 -0.340734 0.532640
8 C -2.603377 0.626668 0.437811
9 C -2.020351 1.799214 -0.047458
10 N -0.753982 1.502394 -0.449451
11 H 0.920452 -2.489850 0.462734
12 H -0.407074 -2.131420 -0.488710
13 H 1.201582 -2.295957 -1.188788
14 H 4.562170 -0.047468 0.041796
15 H -1.698376 -1.333572 0.937108
16 H -3.540534 0.693179 0.742140
17 H -2.521035 2.669514 -0.189384
18 H -0.021922 2.128394 -0.637788

Atoms 1-2, force components in eV/Å:
-0.21 -1.26 -2.96
3.49 0.96 0.84

***

Record 4
Formula: C6H8N3O3
Source: OMol25
Level of theory: wB97M-V/def2-TZVPD

## Properties
HOMO = -0.09329 hartree
Total charge = -1
ΔE to the lowest compared entry with this formula, charge and spin = 215.54 kJ/mol
Max |F| = 3.051 eV/A

Positions of all 20 atoms, in Å:
1 C -1.791932 -0.786764 -1.637344
2 N -0.394883 -0.937874 -1.113480
3 C 0.535013 -0.726464 -2.229222
4 C -0.156575 -0.221292 0.042435
5 N -0.116593 1.225235 0.138744
6 C 0.435244 1.638781 1.289531
7 O 0.612178 2.791102 1.558323
8 N 0.780875 0.449356 1.995601
9 C 1.299753 0.454909 3.230958
10 O 2.052278 -0.404096 3.648385
11 C 0.320755 -0.759936 1.236374
12 O 0.367654 -1.877547 1.721066
13 H -2.162933 -1.436515 -2.577911
14 H -2.421795 -1.245654 -0.879772
15 H -2.248797 0.240956 -1.783042
16 H 0.541566 -1.509343 -3.035567
17 H 0.320830 0.182948 -2.791255
18 H 1.543499 -0.344753 -1.958719
19 H -0.435056 1.839983 -0.562973
20 H 0.918918 1.426970 3.707867

Atoms 1-2, force components in eV/Å:
-1.66 -1.46 -0.54
-1.15 0.29 -2.60

***

Record 5
Formula: C6H8N4S3
Source: OMol25
Level of theory: wB97M-V/def2-TZVPD

## Properties
HOMO (alpha / beta) = -0.26839 / -0.26836 hartree
Max |F| = 4.843 eV/A

Positions of all 21 atoms, in Å:
1 C 2.313127 0.267419 1.078307
2 C 2.982546 -0.516279 -1.012427
3 C 0.914481 -0.966678 -0.367632
4 C -0.311867 -1.578528 -0.537017
5 C 0.237341 2.078262 -0.812601
6 C -3.321604 -0.651714 1.294316
7 N 3.345753 -0.000171 0.249032
8 N 1.080724 -0.224678 0.748369
9 N 1.831311 -0.949415 -1.378028
10 N -1.597089 0.116315 -0.595419
11 S -1.198012 -2.832521 -0.519937
12 S -0.983183 1.306302 0.301702
13 S -2.953090 -0.783330 -0.449238
14 H 2.513085 0.803707 1.991462
15 H 3.899164 -0.521585 -1.571374
16 H 0.562058 1.087592 -1.301580
17 H 1.029970 2.471924 -0.231319
18 H -0.082672 2.610404 -1.627154
19 H -2.568674 0.037728 1.554856
20 H -3.386625 -1.484052 1.975515
21 H -4.306739 -0.270692 1.210166

Atoms 1-2, force components in eV/Å:
0.24 -2.49 -3.88
1.66 1.18 3.17

***

Record 6
Formula: C6H8N5
Source: OMol25
Level of theory: wB97M-V/def2-TZVPD

## Properties
HOMO (alpha / beta) = -0.46227 / -0.44738 hartree
Total charge = +1
ΔE to the lowest compared entry with this formula, charge and spin = 749.92 kJ/mol
Max |F| = 4.582 eV/A

Positions of all 19 atoms, in Å:
1 C -0.570965 2.611545 1.513068
2 N -0.229549 1.221533 1.093212
3 N -0.028663 0.073031 1.895819
4 C 0.601801 -0.603931 0.693942
5 N -0.019809 -1.876910 0.409418
6 C 0.205671 -2.529787 -0.705287
7 C 0.363829 -2.293613 -2.005719
8 C -0.070857 -0.864365 -2.626816
9 N 0.064793 0.333270 -2.299337
10 N 0.043688 1.078962 -1.302825
11 C 0.086831 0.708971 -0.067601
12 H 0.070932 3.297802 1.043955
13 H -1.707921 2.779260 1.267886
14 H -0.439543 2.535872 2.659331
15 H 0.559845 0.276382 2.696965
16 H 1.700119 -0.571429 0.880383
17 H -0.820950 -2.055159 1.023944
18 H 0.760355 -3.035426 -2.669581
19 H -0.569606 -1.086010 -3.500754

Atoms 1-2, force components in eV/Å:
-3.08 -2.57 2.21
-0.11 2.15 -0.67

***

Record 7
Formula: C6H8NO
Source: OMol25
Level of theory: wB97M-V/def2-TZVPD

## Properties
HOMO = -0.48079 hartree
Total charge = +1
ΔE to the lowest compared entry with this formula, charge and spin = 625.54 kJ/mol
Max |F| = 3.860 eV/A

Positions of all 16 atoms, in Å:
1 C -1.235314 -1.113931 -0.743006
2 C -0.409189 -1.428148 0.463560
3 C -1.160816 -0.072270 0.415101
4 C 1.048866 -1.401197 0.280923
5 C -0.452737 1.064786 0.283668
6 C 0.304247 2.193868 0.018965
7 N 1.588390 -0.267963 0.175512
8 O 2.460196 0.511106 -0.139161
9 H -0.578585 -0.788547 -1.547353
10 H -2.251670 -1.615994 -0.994020
11 H -0.694742 -2.226453 1.094257
12 H -2.172657 0.112402 0.871559
13 H 1.621186 -2.419776 0.180875
14 H 1.613183 1.956068 -0.193956
15 H 0.399258 2.928542 0.836937
16 H -0.079623 2.567511 -1.003866

Atoms 1-2, force components in eV/Å:
0.12 -1.06 -0.77
-0.71 -0.63 -1.08

***

Record 8
Formula: C6H8NO2
Source: OMol25
Level of theory: wB97M-V/def2-TZVPD

## Properties
HOMO = -0.49672 hartree
Total charge = +1
ΔE to the lowest compared entry with this formula, charge and spin = 85.23 kJ/mol
Max |F| = 3.755 eV/A

Positions of all 17 atoms, in Å:
1 N -1.911200 1.111884 0.158132
2 C -0.500927 0.447742 -0.083418
3 C 0.619935 1.436877 0.030178
4 C 1.875373 0.927140 0.092784
5 C 2.033341 -0.528971 0.138360
6 C 1.057576 -1.468684 0.076433
7 C -0.376990 -1.041297 0.015043
8 O -1.520567 -1.825370 0.392222
9 O -0.699917 -0.352942 -1.220977
10 H -2.226948 1.114860 -0.906275
11 H -2.115747 2.102941 0.566845
12 H -2.545484 0.456319 0.740781
13 H 0.530829 2.404313 -0.276284
14 H 2.854304 1.539705 0.106091
15 H 3.033907 -0.997411 0.137919
16 H 1.240511 -2.591283 -0.104028
17 H -1.347996 -2.735816 0.136195

Atoms 1-2, force components in eV/Å:
-2.08 -0.04 -0.96
-0.84 1.04 0.28

***

Record 9
Formula: C6H8NO7S
Source: OMol25
Level of theory: wB97M-V/def2-TZVPD

## Properties
HOMO = -0.10369 hartree
Total charge = -1
ΔE to the lowest compared entry with this formula, charge and spin = 463.34 kJ/mol
Max |F| = 4.456 eV/A

Positions of all 23 atoms, in Å:
1 O -4.258676 1.174043 1.513304
2 O -3.281391 0.580094 0.761930
3 C -2.241501 1.580681 0.638904
4 N -0.861442 1.006853 0.529232
5 C 0.162652 1.927928 0.015571
6 C 1.647488 1.544769 -0.158072
7 C 2.103028 0.091585 0.228483
8 C 0.980018 -0.871510 0.805438
9 O 1.342673 -2.209047 1.199869
10 C -0.495978 -0.348379 0.911641
11 H -4.397943 2.109042 1.223997
12 H -2.211309 2.343489 1.496580
13 H -2.458368 2.187892 -0.322063
14 H -0.153747 3.007645 -0.247974
15 H 2.343602 2.357334 -0.575490
16 H 3.199837 -0.229112 0.116823
17 H 1.723959 -2.086872 2.110759
18 H -1.268706 -1.088035 1.303622
19 O 2.564027 -1.523924 -1.967301
20 S 1.623498 -2.622090 -2.312215
21 O 1.912327 -3.797776 -1.469696
22 O 1.789448 -2.972755 -3.734597
23 O 0.236502 -2.161853 -2.068745

Atoms 1-2, force components in eV/Å:
-2.03 1.19 1.68
2.80 0.93 -0.94

***

Record 10
Formula: C6H8NP
Source: OMol25
Level of theory: wB97M-V/def2-TZVPD

## Properties
HOMO = -0.31492 hartree
ΔE to the lowest compared entry with this formula, charge and spin = 39.27 kJ/mol
Max |F| = 5.177 eV/A

Positions of all 16 atoms, in Å:
1 C 3.222934 -0.820773 -0.020913
2 N 3.435146 0.492107 -0.195013
3 C 2.423070 1.338594 -0.007262
4 P 0.928492 0.242111 0.733064
5 C -0.693132 -0.177974 -0.139349
6 C -1.765908 0.831620 -0.225445
7 C -1.959347 -0.354710 0.583159
8 C 1.980904 -1.150069 0.373835
9 H 4.094579 -1.392060 -0.307059
10 H 2.537464 2.428165 0.137767
11 H -0.511581 -0.825520 -0.967185
12 H -2.151589 0.868171 -1.273685
13 H -1.744653 1.840530 0.195684
14 H -1.937065 -0.282378 1.697367
15 H -2.862456 -1.146302 0.398433
16 H 1.637356 -2.217486 0.375592

Atoms 1-2, force components in eV/Å:
-0.48 -0.26 -0.45
-1.01 5.02 0.74

***

Record 11
Formula: C6H8NaO6
Source: OMol25
Level of theory: wB97M-V/def2-TZVPD

## Properties
HOMO = -0.14049 hartree
Total charge = -1
ΔE to the lowest compared entry with this formula, charge and spin = 11.37 kJ/mol
Max |F| = 2.692 eV/A

Positions of all 21 atoms, in Å:
1 O 1.592978 0.921748 -0.738353
2 C 0.927178 1.289271 0.636682
3 C 2.441604 -0.182059 -0.525467
4 O 1.277807 2.411746 1.100974
5 O 1.309140 0.174533 1.444328
6 C 1.814794 -0.884905 0.668235
7 H 3.463945 0.161204 -0.294376
8 H 2.466909 -0.810932 -1.426701
9 H 2.536097 -1.456659 1.266313
10 H 0.997425 -1.554839 0.354758
11 H -2.805070 -1.512586 -1.017431
12 O -0.932531 2.025857 -0.684090
13 O -0.918356 -0.565834 -1.107359
14 C -1.973864 -1.106666 -0.406936
15 C -2.531457 0.015707 0.471484
16 O -1.376179 0.615477 1.065527
17 C -0.552847 1.178017 0.159128
18 H -1.595519 -1.911791 0.259593
19 H -3.152058 -0.367189 1.290645
20 H -3.070612 0.756785 -0.136096
21 Na 0.080623 0.803117 -2.380858

Atoms 1-2, force components in eV/Å:
0.97 -0.36 -0.50
0.16 0.92 0.18

***

Record 12
Formula: C6H8NiO6
Source: OMol25
Level of theory: wB97M-V/def2-TZVPD

## Properties
HOMO (alpha / beta) = -0.48633 / -0.52446 hartree
Total charge = +1
ΔE to the lowest compared entry with this formula, charge and spin = 0.00 kJ/mol
Max |F| = 3.411 eV/A
Spin multiplicity = 4

Positions of all 21 atoms, in Å:
1 O 2.010636 0.050395 -0.187366
2 Ni 1.538290 1.936224 -0.209780
3 O 3.438413 1.643138 0.107285
4 C 3.359211 0.371200 0.048401
5 O 4.193040 -0.492685 0.171629
6 C 1.605251 -1.320720 -0.335382
7 C 0.285778 -1.365343 -1.061398
8 H 2.392703 -1.846954 -0.891127
9 H 1.533259 -1.762318 0.666736
10 H 0.347014 -0.875506 -2.043226
11 H -0.000390 -2.412073 -1.225323
12 O -2.374325 1.603313 -0.442407
13 C -1.215687 1.599376 0.184183
14 C -3.138111 0.545549 0.038824
15 O -0.229495 2.180533 -0.246505
16 O -1.199970 0.777485 1.195693
17 C -2.489914 0.131886 1.320158
18 H -0.561368 -0.886898 -0.479501
19 H -2.319911 -0.949672 1.407425
20 H -2.989731 0.493381 2.229702
21 H -4.184683 0.579681 -0.248026

Atoms 1-2, force components in eV/Å:
-0.53 0.01 -0.20
2.87 -0.17 0.23

***

Number 1: energy -20163.2938 eV. Number 2: energy -20165.6670 eV. Number 3: energy -31000.7728 eV. Number 4: energy -16964.5938 eV. Number 5: energy -44812.0718 eV. Number 6: energy -13787.6312 eV. Number 7: energy -9873.8972 eV. Number 8: energy -11926.9066 eV. Number 9: energy -33000.3529 eV. Number 10: energy -17127.0681 eV. Number 11: energy -23053.6681 eV. Number 12: energy -59670.7572 eV.